# 1
The following is a quantum chemistry calculation of a structure of composition C29H47BrN4Ru, from the OMol25 dataset.

Values from the calculation:
gap between HOMO and LUMO (spin up / spin down): 1.9 / 5.9 eV
2S+1: 5
charge: -2
HOMO level (spin up / spin down): 2.36 / -1.59 eV
<S²>: 6.0724

```
82
Properties=species:S:1:pos:R:3:forces:R:3:mulliken_spin:R:1
Ru 0.014136 0.337786 -1.030332 0.00 1.15 -1.32 1.61
C -0.640262 -0.853617 2.658774 -0.40 -0.28 0.79 0.13
C -0.934846 -0.049237 0.590612 0.20 -1.53 0.91 0.60
N -0.214116 0.075887 1.746761 -0.66 -0.56 -0.29 0.29
H -2.391764 -2.195959 2.566646 0.16 0.18 0.02 -0.17
N -1.938186 -0.922371 0.893626 0.13 0.38 -0.07 0.23
H -0.180623 -1.025327 3.616183 -0.05 0.19 0.01 0.49
C 0.408727 -1.608429 -1.471704 -0.53 0.46 0.39 0.23
C 0.214601 -2.068317 -2.785805 0.15 -0.97 0.42 -0.16
C 0.193036 -3.449974 -3.046327 0.24 0.42 0.09 0.15
C 0.427105 -4.374082 -2.020007 0.04 0.37 0.09 -0.32
C 0.744826 -3.906506 -0.738233 0.18 0.56 0.06 0.43
C 0.735740 -2.529973 -0.458358 0.03 -0.78 -0.92 -0.52
H 0.089550 -1.334586 -3.580139 -0.12 -0.25 0.05 -0.02
H 0.016847 -3.821064 -4.063197 -0.02 0.12 0.30 0.05
H 1.005414 -4.617573 0.052533 -0.17 0.12 -0.22 0.16
H 1.002430 -2.157510 0.529157 -0.28 -0.28 -0.06 -0.20
C 0.368489 -5.844918 -2.304123 0.00 -0.23 -0.11 0.02
H 0.175136 -6.407905 -1.386759 -0.01 -0.02 -0.11 -0.01
H 1.299758 -6.225391 -2.740884 -0.04 0.04 0.06 0.01
H -0.430229 -6.053099 -3.022200 0.03 -0.11 0.09 0.00
C 0.979263 0.924198 1.784749 -0.53 -0.63 -0.32 -4.16
C 1.412753 1.029336 3.233279 0.23 0.48 -0.16 2.15
C 2.053771 0.309820 0.912299 0.63 -0.11 0.02 0.72
H 1.745492 0.053661 3.612805 -0.05 0.32 0.03 -0.02
H 2.245905 1.735169 3.273530 0.05 -0.11 0.19 -0.20
H 0.599231 1.428075 3.849443 0.13 -0.18 0.03 -0.21
H 1.495769 2.872766 1.135953 -0.22 0.06 -0.23 -0.04
H -0.151112 2.748574 1.781641 -0.05 0.01 -0.20 -0.08
H 1.686787 0.111910 -0.146241 0.74 0.05 0.79 0.07
C 0.595442 2.247950 1.156501 -0.04 0.77 0.40 1.31
H 2.395415 -0.636545 1.352382 0.06 0.15 -0.26 -0.16
H 2.887043 1.026676 0.864834 -0.04 -0.35 -0.07 0.06
H 0.178949 2.135026 0.120303 0.39 0.36 0.76 0.10
C -1.734279 -1.453183 2.138416 0.08 -0.20 0.67 0.06
C -2.836702 -2.776534 -0.395640 0.03 -0.23 -0.32 0.57
H -2.924681 -3.434302 0.477130 0.12 0.06 -0.13 -0.01
H -3.616223 -3.068977 -1.112063 0.16 0.01 0.08 -0.02
C -3.052944 -1.325147 0.013067 0.66 0.03 0.19 -2.52
H -3.786237 -0.754087 -1.901684 -0.02 0.14 0.09 0.03
C -4.347583 -1.212634 0.811051 -0.23 0.17 -0.19 1.18
H -4.449399 -0.207435 1.240422 -0.01 -0.27 0.01 -0.04
H -1.845680 -2.907763 -0.852466 -0.33 -0.01 0.08 0.07
H -2.045347 -0.444983 -1.719139 -0.74 0.04 0.43 0.08
H -4.383258 -1.974865 1.602317 -0.07 0.33 -0.14 -0.17
H -5.192962 -1.385670 0.131620 0.10 0.00 0.17 0.02
C -3.029791 -0.401007 -1.189102 -0.20 -0.14 -0.75 0.45
H -3.256103 0.637359 -0.911448 0.16 -0.25 -0.09 0.02
C 1.880065 2.657320 -6.492362 -0.01 0.31 -0.21 0.26
N 1.928152 2.227750 -5.178258 -0.39 0.00 -0.50 0.65
H 0.229525 2.530402 -7.929576 0.08 -0.04 -0.05 0.21
N -0.028031 1.704448 -5.946530 0.47 0.36 -0.28 0.62
H 2.685616 3.187563 -6.972993 -0.11 -0.18 -0.01 0.50
C 3.066358 2.421062 -4.250652 -0.33 -0.13 -0.16 -3.37
C 4.300802 2.799641 -5.047151 0.37 0.02 -0.02 1.64
C 2.692909 3.560369 -3.315468 -0.02 0.24 0.23 0.69
H 4.183945 3.768249 -5.546268 0.06 -0.17 0.03 -0.18
H 5.148466 2.892729 -4.357726 -0.16 -0.01 -0.06 0.05
H 4.563520 2.035377 -5.787233 -0.09 0.13 0.03 -0.24
H 4.097852 1.225930 -2.792276 -0.14 -0.05 -0.09 0.03
H 3.557020 0.319323 -4.228345 -0.05 0.14 0.14 0.00
H 1.737517 3.342005 -2.824779 0.47 0.22 -0.01 0.18
C 3.280537 1.107207 -3.515161 0.17 -0.28 0.19 0.69
H 2.587399 4.486138 -3.896987 0.05 -0.13 0.18 -0.07
H 3.475267 3.692981 -2.558807 -0.11 0.04 -0.09 -0.01
H 2.378818 0.782382 -2.979226 0.24 0.12 -0.10 0.04
C 0.660692 2.336061 -6.966031 0.04 0.26 -0.29 -0.36
C -2.271407 2.451933 -5.454268 -0.30 0.20 0.07 0.72
H -2.123230 3.340692 -6.082375 -0.09 -0.16 0.15 -0.14
H -3.333974 2.186729 -5.456800 0.06 0.07 -0.01 -0.01
C -1.453067 1.298613 -6.015766 0.48 0.05 0.00 -3.61
H -2.634958 -0.357858 -5.315010 0.10 0.05 -0.06 -0.04
C -1.831040 1.066442 -7.465984 -0.27 -0.09 -0.40 1.83
H -1.193476 0.307428 -7.933876 -0.02 0.18 0.04 -0.29
H -1.965329 2.684367 -4.429469 -0.21 -0.02 -0.30 0.27
H -1.394895 0.169709 -4.172231 -0.08 -0.16 -0.27 0.05
H -1.800644 1.990765 -8.053460 0.04 -0.20 0.02 -0.26
H -2.863295 0.697060 -7.513001 0.17 0.08 0.08 0.15
C -1.606202 0.010879 -5.232013 -0.28 -0.37 0.26 0.78
H -0.925694 -0.760621 -5.615257 -0.15 0.18 0.02 0.00
C 0.754380 1.642788 -4.853036 0.80 -0.76 -1.16 0.56
Br -0.179579 1.851016 -2.862908 -0.70 0.66 1.36 0.41
```
Forces are in eV/Å.

# 2
The following is a quantum chemistry calculation of a structure of composition C29H47F3KN5O7S3, from the OMol25 dataset.

Values from the calculation:
gap between HOMO and LUMO: 7.6 eV
HOMO level: -8.27 eV

```
95
Properties=species:S:1:pos:R:3:forces:R:3:lowdin_charge:R:1
K 3.271259 1.508962 -0.401290 -0.06 0.10 -0.09 0.84
C -0.739193 -1.052401 -0.446583 -0.12 0.28 0.09 -0.64
F -0.728586 -0.687443 0.844309 0.08 -0.17 -0.29 0.10
F -0.657316 -2.382837 -0.522267 -0.11 0.21 0.04 0.14
F -1.902073 -0.653816 -0.983373 0.14 -0.16 0.15 0.13
S 0.669586 -0.258770 -1.321993 0.06 0.14 -0.58 0.46
O 0.715198 1.103218 -0.807741 -0.23 -0.26 0.19 -0.41
O 1.813632 -1.060343 -0.945289 0.28 -0.03 0.35 -0.33
O 0.314854 -0.329753 -2.724279 -0.05 -0.06 -0.01 -0.30
C -3.165227 -2.308585 2.312446 0.30 -0.19 0.81 -0.11
C -4.145162 -2.929132 1.354427 -0.85 -0.38 -0.05 -0.25
C -5.104773 -1.924447 0.699730 0.45 -0.32 -0.96 -0.19
C -5.711169 -0.997705 1.626145 -0.24 0.14 0.19 -0.24
N -6.195194 -0.255428 2.353937 -0.05 0.12 0.14 0.16
H -2.460863 -3.067183 2.666250 0.19 0.11 -0.27 0.07
H -3.636177 -1.978642 3.242677 -0.24 0.17 -0.22 0.09
H -2.619651 -1.455486 1.914680 0.03 -0.13 -0.09 0.05
H -4.772884 -3.662773 1.872929 0.14 0.08 0.15 0.11
H -3.665140 -3.512406 0.566816 0.17 0.26 -0.10 0.11
H -5.889004 -2.444891 0.144789 -0.08 -0.03 0.19 0.12
H -4.586243 -1.345050 -0.073258 0.10 0.09 0.20 0.11
C -2.487303 3.139875 0.266129 0.30 -0.48 -0.15 -0.10
C -3.600062 2.234142 0.757371 -0.45 -0.14 0.32 -0.24
C -3.408763 1.834387 2.222701 0.03 -0.38 0.45 -0.18
C -3.339713 2.999575 3.102123 0.00 0.18 0.13 -0.23
N -3.301606 3.933051 3.772296 0.08 -0.09 -0.10 0.15
H -1.579504 2.539933 0.156653 0.04 0.08 -0.12 0.05
H -2.261613 3.919522 0.994785 -0.16 0.20 -0.14 0.07
H -2.724403 3.563014 -0.709138 0.02 0.17 0.06 0.08
H -3.662844 1.314760 0.170777 0.12 0.05 -0.07 0.09
H -4.580366 2.708433 0.665023 0.08 0.11 -0.01 0.12
H -2.506915 1.233105 2.389314 0.10 0.16 -0.16 0.10
H -4.221380 1.207810 2.602826 -0.08 0.11 -0.24 0.08
C 0.562694 2.347331 2.365339 -0.22 -0.41 0.57 -0.09
C 0.450043 3.754081 2.926804 -0.44 -0.13 0.03 -0.24
C 1.467378 4.005838 4.027445 0.27 0.31 0.05 -0.18
C 1.284115 3.103508 5.158537 0.02 -0.05 0.05 -0.23
N 1.138837 2.390772 6.045148 0.02 -0.17 0.08 0.17
H 1.583965 2.038536 2.124110 0.14 0.27 -0.28 0.06
H -0.092323 2.183978 1.516391 0.17 0.00 -0.15 0.04
H 0.250745 1.636398 3.138928 -0.11 0.05 -0.13 0.05
H -0.545126 3.856783 3.368327 -0.02 0.09 -0.11 0.10
H 0.524684 4.522958 2.157895 0.23 0.00 -0.02 0.10
H 1.399998 5.023389 4.418237 0.01 0.01 -0.10 0.12
H 2.484608 3.862018 3.652086 0.01 0.07 0.02 0.12
C 2.906853 -2.569395 -3.773832 -0.18 -0.30 0.13 -0.22
C 2.776184 -1.927644 -5.157112 0.14 -0.22 -0.59 -0.20
C 3.058285 -0.452816 -4.928668 -1.06 0.59 0.52 -0.22
S 4.388958 -0.377656 -3.743385 0.01 -0.39 -0.60 0.68
O 4.019371 0.556008 -2.699579 0.09 0.31 0.35 -0.44
O 5.661637 -0.219302 -4.393186 0.10 0.12 0.04 -0.30
C 4.206083 -2.060307 -3.161689 0.03 0.00 0.15 -0.21
H 2.937180 -3.659085 -3.790999 -0.07 0.01 -0.23 0.12
H 2.037719 -2.293047 -3.175567 0.17 0.16 0.10 0.08
H 1.778557 -2.072814 -5.572538 -0.05 0.07 0.13 0.12
H 3.461609 -2.353706 -5.896716 0.14 -0.02 0.23 0.12
H 2.197845 -0.042100 -4.382010 0.14 -0.07 0.06 0.09
H 3.204515 0.225267 -5.765073 0.47 -0.32 -0.21 0.12
H 4.239801 -2.039803 -2.074325 -0.13 -0.06 0.00 0.10
H 5.047572 -2.629429 -3.552377 0.14 0.15 0.00 0.11
C 2.466103 -1.318075 2.952031 0.39 -0.31 -0.12 -0.22
C 2.130409 -2.809123 3.051797 0.37 0.03 -0.15 -0.21
C 0.635109 -2.866971 3.324898 0.03 0.02 -0.54 -0.22
S 0.260735 -1.407343 4.322867 0.48 -0.47 -0.03 0.66
O 0.020901 -1.867815 5.656147 -0.25 0.07 0.61 -0.31
O -0.691945 -0.559285 3.656436 -0.06 0.08 -0.11 -0.33
C 1.925578 -0.694281 4.219770 -0.91 0.06 -0.02 -0.21
H 1.944628 -0.937294 2.069707 0.03 0.28 0.02 0.10
H 3.537288 -1.156880 2.821305 -0.01 0.06 0.05 0.12
H 2.714087 -3.274763 3.849532 -0.13 0.05 0.10 0.12
H 2.389099 -3.332885 2.130843 -0.10 0.00 -0.01 0.12
H 0.341987 -3.771360 3.846823 -0.26 0.11 0.15 0.11
H 0.091725 -2.760528 2.384487 -0.11 -0.06 0.10 0.09
H 2.386286 -1.044512 5.141540 0.35 0.12 -0.11 0.11
H 1.809188 0.386633 4.213870 0.10 -0.01 0.10 0.07
N -1.127842 -2.403288 -4.193104 -0.75 0.48 -0.24 0.02
C -0.685814 -3.632857 -3.820386 0.16 -0.20 -0.09 -0.15
C -1.559112 -4.569612 -4.317127 -0.18 -0.05 0.17 -0.11
C -2.606020 -3.865930 -4.967658 -0.24 0.49 -0.06 -0.12
C -2.319574 -2.526701 -4.867383 0.56 -0.19 0.17 -0.13
H -0.737195 -1.506966 -3.943747 0.23 -0.21 0.28 0.09
H 0.188789 -3.749302 -3.203382 0.06 -0.01 -0.08 0.10
H -1.486296 -5.636135 -4.187805 0.04 -0.02 0.01 0.09
H -3.514580 -4.229572 -5.419748 0.15 -0.29 -0.04 0.09
H -2.840991 -1.647163 -5.201853 -0.07 -0.04 -0.08 0.10
N 1.060369 3.653773 -1.859692 0.11 0.05 -0.61 0.02
C 2.278478 3.662146 -2.476307 -0.18 0.09 0.47 -0.17
C 3.034814 4.636607 -1.868883 0.57 -0.45 -0.86 -0.12
C 2.231545 5.272340 -0.893025 0.04 -0.04 0.22 -0.10
C 1.021672 4.630165 -0.912596 -0.43 -0.35 0.25 -0.13
H 0.348093 2.980206 -2.084361 -0.14 0.07 0.31 0.14
H 2.520761 2.991944 -3.282866 -0.03 -0.06 0.01 0.11
H 4.047815 4.778165 -2.217111 0.02 0.56 0.37 0.10
H 2.465021 6.096476 -0.241214 0.18 0.01 -0.03 0.09
H 0.155705 4.737731 -0.279918 -0.03 0.14 -0.09 0.10
```
Forces are in eV/Å.

Number 1: total energy -109413.312 eV, molar mass 632.7 g mol⁻¹. Number 2: total energy -109602.897 eV, molar mass 770.0 g mol⁻¹.